C20H42FN2O3P2V | ωB97M-V with the def2-TZVPD basis set

ORCA input file:
```
! wB97M-V def2-TZVPD RIJCOSX def2/J DEFGRID3
* xyz 2 1
V -3.784 1.072 -1.938
P 4.998 -0.983 -0.284
P 2.353 -1.170 -1.659
F 3.307 2.643 1.175
O 1.923 -2.239 1.241
O -8.294 -1.148 -0.892
O 4.135 -2.168 1.421
N 2.856 -0.225 -2.807
N 2.855 0.655 0.263
C 7.261 0.547 -0.982
C -2.754 1.113 0.188
C 0.904 1.823 -0.802
C -8.509 -0.713 0.445
C -7.708 0.555 0.736
C 3.298 0.915 2.769
C 3.615 1.300 1.310
C 4.421 0.087 3.454
C -4.148 1.881 0.097
C 1.411 0.924 0.362
C 5.343 -2.405 -1.352
C -6.391 0.656 -0.060
C -1.530 2.045 -0.030
C 3.251 -0.698 -0.029
C 5.066 -3.778 -0.702
C 5.719 0.477 -1.093
C -8.922 -2.415 -1.076
C 2.981 -1.758 0.953
C -0.566 1.546 -1.139
C -5.224 1.078 0.875
H -9.638 -2.619 -0.281
H -0.683 0.454 -1.192
H -9.470 -2.439 -2.014
H -7.453 0.543 1.795
H 5.137 -0.205 2.682
H -8.256 -1.499 1.162
H -1.923 3.005 -0.365
H 4.915 0.621 4.254
H -9.574 -0.489 0.550
H 2.062 0.257 -3.210
H -4.747 0.153 1.195
H -0.850 1.954 -2.112
H 7.663 1.030 -1.867
H 3.227 1.849 3.323
H 5.466 -3.837 0.305
H 0.959 -1.147 -1.452
H -8.312 1.447 0.594
H -4.544 1.991 -0.987
H 1.569 1.807 -1.658
H -4.084 2.888 0.495
H -6.497 1.433 -0.825
H 3.990 -0.850 3.788
H -5.571 1.643 1.732
H 4.012 -4.035 -0.692
H 4.875 -2.300 -2.335
H 5.621 -4.509 -1.285
H 6.422 -2.381 -1.531
H 7.537 1.193 -0.153
H -2.695 0.200 -0.504
H 5.230 1.389 -0.775
H -1.006 2.160 0.913
H 5.459 0.319 -2.154
H 0.792 0.031 0.418
H 0.944 2.849 -0.428
H -6.140 -0.286 -0.553
H 1.195 1.493 1.260
H -2.724 0.753 1.209
H 2.677 -2.525 -1.877
H -8.194 -3.229 -1.062
H 7.725 -0.427 -0.857
H 4.701 1.240 1.184
H 2.317 0.456 2.864
*
```

Results
* highest occupied orbital energy: -13.42 eV
* gap between HOMO and LUMO: 0.1541 hartree
* DFT total energy: -77500.9152 eV